a | {
  "formula": "C4H6ClF",
  "method": "ωB97M-V/def2-TZVPD",
  "lumo_ev": 0.9915,
  "smiles": "C[C@]1(Cl)C[C@@H]1F",
  "homo_energy_ev": -9.78,
  "multiplicity": 1,
  "species": ["C", "C", "Cl", "C", "C", "F", "H", "H", "H", "H", "H", "H"],
  "coordinates": [[-0.03, 1.79, -0.07], [-0.19, 0.30, 0.09], [-1.75, -0.45, -0.23], [0.61, -0.37, 1.25], [0.98, -0.62, -0.08], [2.20, -0.35, -0.65], [-0.93, 2.36, 0.21], [0.65, 2.09, 0.65], [0.30, 2.01, -1.13], [1.05, 0.50, 1.79], [0.23, -1.22, 1.78], [0.49, -1.54, -0.63]]
}

---

b | {
  "formula": "C4H6ClF",
  "method": "ωB97M-V/def2-TZVPD",
  "lumo_ev": [-0.2009, -1.1167],
  "homo_energy_ev": [-9.37, -8.52],
  "multiplicity": 1,
  "species": ["C", "C", "C", "C", "F", "Cl", "H", "H", "H", "H", "H", "H"],
  "coordinates": [[0.96, -1.86, -1.30], [0.44, -1.19, -0.28], [-0.68, 1.37, 1.06], [-0.58, 1.36, -0.36], [1.72, -3.00, -1.12], [0.41, -1.67, 1.34], [0.91, -1.69, -2.30], [0.16, 1.85, 1.77], [-0.64, 0.37, 1.59], [-1.69, 1.85, 1.48], [0.33, 1.33, -0.82], [-1.35, 1.29, -1.05]]
}

---

c | {
  "formula": "C4H6ClF",
  "method": "ωB97M-V/def2-TZVPD",
  "lumo_ev": 0.9837,
  "smiles": "C[C@@H]1[C@@H](F)[C@H]1Cl",
  "homo_energy_ev": -9.55,
  "multiplicity": 1,
  "species": ["C", "C", "C", "F", "C", "Cl", "H", "H", "H", "H", "H", "H"],
  "coordinates": [[-0.94, 0.87, -2.10], [0.11, 0.31, -1.09], [-0.31, -0.86, -0.51], [0.50, -1.98, -0.19], [-0.35, 0.41, 0.34], [0.57, 0.65, 1.77], [-1.93, 0.66, -1.61], [-0.86, 1.83, -2.16], [-0.77, 0.25, -2.98], [1.19, 0.26, -1.15], [-1.31, -1.29, -0.62], [-1.50, 0.69, 0.34]]
}

---

The structure with the least stability is b.

---

a | {
  "formula": "C2H4ClOP",
  "method": "ωB97M-V/def2-TZVPD",
  "lumo_ev": [-0.2830, -0.1594],
  "homo_energy_ev": [-9.15, -7.59],
  "multiplicity": 1,
  "species": ["C", "C", "O", "P", "Cl", "H", "H", "H", "H"],
  "coordinates": [[-2.15, 0.57, -0.38], [-0.96, 0.91, 0.08], [2.08, -1.77, 0.30], [2.18, -0.32, -0.46], [3.07, 0.69, 1.02], [-3.16, 1.10, -0.12], [-2.18, -0.17, -1.07], [-0.72, 1.58, 0.81], [1.85, -2.60, -0.19]]
}

---

b | {
  "formula": "C2H4ClOP",
  "method": "ωB97M-V/def2-TZVPD",
  "lumo_ev": 0.0894,
  "smiles": "O/P=C/CCl",
  "homo_energy_ev": -8.79,
  "multiplicity": 1,
  "species": ["O", "P", "C", "C", "Cl", "H", "H", "H", "H"],
  "coordinates": [[-1.86, -1.35, -0.93], [-0.60, -1.61, 0.15], [-0.05, 0.04, 0.05], [1.17, 0.74, 0.54], [0.85, 2.54, 0.80], [-2.46, -2.13, -0.86], [-0.64, 0.63, -0.57], [1.74, 0.81, -0.43], [1.85, 0.33, 1.25]]
}

---

The structure with the least stability is a.

---

a | {
  "formula": "C2H4ClOP",
  "method": "ωB97M-V/def2-TZVPD",
  "lumo_ev": [-0.7825, -0.7833],
  "smiles": "CO/P=C/Cl",
  "homo_energy_ev": [-8.68, -8.68],
  "multiplicity": 1,
  "species": ["C", "O", "P", "C", "Cl", "H", "H", "H", "H"],
  "coordinates": [[-0.99, 0.67, 1.55], [-0.78, -0.59, 0.90], [0.21, -1.27, -0.64], [1.42, -0.65, -1.92], [1.63, -1.48, -3.33], [-2.09, 0.77, 1.55], [-0.64, 1.56, 1.13], [-0.60, 0.55, 2.63], [1.85, 0.44, -1.88]]
}

---

b | {
  "formula": "C2H4ClOP",
  "method": "ωB97M-V/def2-TZVPD",
  "lumo_ev": [-1.9074, -2.0292],
  "homo_energy_ev": [-8.73, -8.67],
  "multiplicity": 1,
  "species": ["C", "C", "O", "P", "Cl", "H", "H", "H", "H"],
  "coordinates": [[-0.04, -0.48, 0.10], [-1.44, 0.11, 0.01], [2.96, -0.14, 0.07], [0.59, -1.93, -0.11], [2.38, 1.31, -0.04], [0.88, 0.41, 0.11], [-1.80, 0.37, 0.93], [-2.19, -0.62, -0.39], [-1.34, 0.97, -0.69]]
}

---

c | {
  "formula": "C2H4ClOP",
  "method": "ωB97M-V/def2-TZVPD",
  "lumo_ev": -0.5451,
  "homo_energy_ev": -8.76,
  "multiplicity": 1,
  "species": ["C", "C", "O", "P", "Cl", "H", "H", "H", "H"],
  "coordinates": [[-0.25, 1.17, -0.40], [0.62, -1.31, 0.34], [-1.86, -0.44, 1.23], [-0.81, -0.43, 0.25], [1.82, -0.96, -0.81], [0.62, 1.40, 0.19], [0.24, 1.09, -1.43], [-1.18, 1.78, -0.29], [0.80, -2.31, 0.90]]
}

---

The structure with the least stability is b.

---

a | {
  "formula": "C28H24CuN6O3S2",
  "method": "ωB97M-V/def2-TZVPD",
  "lumo_ev": 2.4512,
  "homo_energy_ev": -4.12,
  "multiplicity": 1,
  "charge": -1,
  "species": ["Cu", "C", "O", "C", "C", "C", "C", "C", "C", "N", "N", "C", "C", "C", "C", "O", "C", "N", "C", "C", "C", "C", "H", "H", "H", "H", "H", "H", "H", "H", "H", "H", "H", "H", "O", "N", "C", "C", "C", "C", "C", "S", "H", "H", "H", "H", "N", "C", "S", "N", "C", "C", "C", "C", "C", "C", "H", "H", "H", "H", "H", "H", "H", "H"],
  "coordinates": [[0.16, -0.08, -0.11], [-0.51, 5.51, -6.17], [0.57, 4.73, -5.71], [1.21, 5.16, -4.58], [2.22, 4.33, -4.09], [2.91, 4.67, -2.95], [2.60, 5.84, -2.26], [1.63, 6.69, -2.77], [0.91, 6.35, -3.92], [3.36, 6.31, -1.14], [3.70, 5.56, -0.20], [3.22, 4.24, -0.05], [4.16, 3.29, 0.31], [3.90, 1.93, 0.35], [2.61, 1.42, 0.09], [2.32, 0.20, 0.06], [1.57, 2.44, -0.13], [0.31, 1.96, -0.24], [-0.70, 2.79, -0.41], [-0.51, 4.18, -0.43], [0.75, 4.69, -0.31], [1.86, 3.82, -0.19], [-0.91, 4.98, -7.03], [-0.20, 6.51, -6.47], [-1.30, 5.59, -5.41], [2.44, 3.42, -4.63], [3.67, 4.00, -2.57], [1.43, 7.62, -2.26], [0.15, 7.02, -4.28], [5.17, 3.65, 0.51], [4.69, 1.23, 0.59], [-1.68, 2.34, -0.52], [-1.37, 4.84, -0.52], [0.91, 5.76, -0.28], [-2.55, 0.31, 0.06], [-3.12, -0.87, 0.04], [-4.45, -0.91, 0.30], [-5.16, -2.08, 0.33], [-4.48, -3.28, 0.09], [-3.14, -3.23, -0.17], [-2.41, -2.02, -0.20], [-0.73, -2.04, -0.53], [-4.88, 0.06, 0.46], [-6.22, -2.05, 0.54], [-4.99, -4.23, 0.13], [-2.57, -4.13, -0.34], [-1.44, 1.24, 2.59], [-1.04, 0.00, 3.00], [0.50, -0.31, 3.53], [-2.07, -0.89, 2.96], [-2.11, -2.29, 3.10], [-1.05, -3.12, 2.76], [-1.21, -4.50, 2.86], [-2.40, -5.05, 3.30], [-3.46, -4.22, 3.63], [-3.31, -2.84, 3.54], [-0.66, 1.88, 2.53], [-1.98, 1.20, 1.72], [-2.97, -0.47, 2.79], [-0.13, -2.70, 2.39], [-0.38, -5.14, 2.58], [-2.51, -6.13, 3.37], [-4.40, -4.63, 3.97], [-4.13, -2.19, 3.80]]
}

---

b | {
  "formula": "C28H24CuN6O3S2",
  "method": "ωB97M-V/def2-TZVPD",
  "lumo_ev": 2.4657,
  "homo_energy_ev": -3.36,
  "multiplicity": 1,
  "charge": -1,
  "species": ["Cu", "C", "O", "C", "C", "C", "C", "C", "C", "N", "N", "C", "C", "C", "C", "O", "C", "N", "C", "C", "C", "C", "H", "H", "H", "H", "H", "H", "H", "H", "H", "H", "H", "H", "O", "N", "C", "C", "C", "C", "C", "S", "H", "H", "H", "H", "N", "C", "S", "N", "C", "C", "C", "C", "C", "C", "H", "H", "H", "H", "H", "H", "H", "H"],
  "coordinates": [[0.63, -1.40, 0.20], [-0.64, 4.87, -5.34], [0.51, 4.05, -5.31], [1.41, 4.30, -4.30], [2.33, 3.29, -4.02], [3.22, 3.42, -2.98], [3.23, 4.58, -2.18], [2.37, 5.62, -2.54], [1.46, 5.47, -3.57], [4.20, 4.80, -1.20], [4.60, 3.90, -0.42], [3.97, 2.69, -0.23], [4.80, 1.62, 0.11], [4.36, 0.32, 0.18], [2.99, -0.01, 0.00], [2.55, -1.18, -0.10], [2.08, 1.13, -0.06], [0.78, 0.85, 0.10], [-0.11, 1.81, 0.02], [0.25, 3.15, -0.17], [1.58, 3.47, -0.26], [2.55, 2.46, -0.25], [-1.32, 4.41, -6.05], [-0.40, 5.89, -5.67], [-1.12, 4.92, -4.36], [2.32, 2.39, -4.63], [3.92, 2.63, -2.76], [2.40, 6.54, -1.97], [0.78, 6.29, -3.80], [5.86, 1.83, 0.23], [5.05, -0.50, 0.32], [-1.15, 1.52, 0.13], [-0.51, 3.92, -0.17], [1.88, 4.51, -0.31], [-1.42, -1.45, -0.13], [-2.03, -2.61, -0.13], [-3.38, -2.59, -0.19], [-4.15, -3.73, -0.16], [-3.50, -4.97, -0.07], [-2.13, -4.99, -0.05], [-1.35, -3.81, -0.07], [0.34, -3.85, -0.02], [-3.82, -1.61, -0.28], [-5.23, -3.65, -0.21], [-4.06, -5.89, -0.04], [-1.58, -5.91, -0.01], [-1.68, 0.21, 2.74], [-1.15, -1.04, 2.94], [0.49, -1.20, 3.01], [-2.10, -1.99, 3.13], [-2.05, -3.35, 3.49], [-0.90, -4.02, 3.90], [-0.98, -5.35, 4.27], [-2.19, -6.03, 4.25], [-3.33, -5.36, 3.84], [-3.26, -4.03, 3.47], [-1.01, 0.89, 2.43], [-2.59, 0.27, 2.30], [-3.04, -1.68, 2.92], [0.05, -3.51, 3.92], [-0.08, -5.86, 4.59], [-2.24, -7.07, 4.54], [-4.29, -5.88, 3.82], [-4.16, -3.51, 3.15]]
}

---

The structure with the least stability is b.

---

a | {
  "formula": "C4H8O2S",
  "method": "ωB97M-V/def2-TZVPD",
  "lumo_ev": 0.4735,
  "homo_energy_ev": -7.84,
  "multiplicity": 1,
  "species": ["C", "C", "C", "C", "O", "O", "S", "H", "H", "H", "H", "H", "H", "H", "H"],
  "coordinates": [[-1.06, -0.91, -0.42], [-1.83, 0.25, -0.95], [0.86, 1.10, 1.05], [0.82, -0.14, 0.22], [-1.23, -1.97, 0.09], [1.31, -1.15, 1.05], [1.76, 0.01, -1.28], [-1.45, 1.24, -0.59], [-1.55, 0.29, -1.99], [-2.86, 0.09, -0.85], [1.64, 1.02, 1.70], [0.94, 1.98, 0.55], [-0.14, 1.32, 1.65], [0.54, -1.82, 1.12], [2.26, -1.32, -1.37]]
}

---

b | {
  "formula": "C4H8O2S",
  "method": "ωB97M-V/def2-TZVPD",
  "lumo_ev": -0.8757,
  "homo_energy_ev": -9.32,
  "multiplicity": 1,
  "species": ["C", "C", "C", "C", "H", "H", "H", "H", "H", "H", "H", "H", "O", "O", "S"],
  "coordinates": [[0.48, 1.18, 0.96], [-0.14, 0.75, -0.29], [-0.84, -0.61, -0.09], [0.19, -1.74, -0.12], [1.31, 0.57, 1.21], [1.03, 2.15, 0.79], [-0.23, 1.28, 1.88], [0.60, 0.38, -0.97], [-1.99, 1.18, -1.02], [0.63, -1.79, 0.89], [-0.17, -2.59, -0.49], [1.22, -0.35, -1.49], [-1.07, 1.70, -0.93], [1.52, -1.30, -0.46], [-2.54, -0.82, 0.12]]
}

---

The structure with the least stability is b.